Entry 1:
A cluster of 7 separate species, C28H77N7O7 in total at a distorted geometry. Source: the Open Molecules 2025 dataset; level of theory: ωB97M-V with the def2-TZVPD basis set.

The calculation puts the frontier orbital gap at 9.0 eV. The energy above the lowest of the compared OMol25 structures with the same formula, charge and spin is 269.9 kJ/mol. The SMILES is COC[C@H](C)N.COC[C@H](C)N.COC[C@H](C)N.COC[C@H](C)N.COC[C@H](C)N.COC[C@H](C)N.COC[C@H](C)N. Its lowest unoccupied orbital energy is 0.46 eV. Its total energy is -55042.338 eV.

Structure (XYZ):
```
119
C28H77N7O7 ωB97M-V with the def2-TZVPD basis set
C 0.35580 2.59867 -8.44252
O 1.26386 2.17509 -7.45457
C 0.89720 1.08083 -6.64428
C 0.14106 1.45274 -5.37857
C -0.12728 0.18211 -4.54207
N -1.16596 2.07928 -5.63902
H -0.55306 3.13053 -8.15927
H 0.11757 1.80470 -9.15951
H 0.92855 3.29704 -9.06010
H 0.36271 0.30839 -7.21258
H 1.84493 0.64994 -6.30221
H 0.75239 2.08948 -4.73795
H -0.83151 -0.49258 -5.03636
H -0.45564 0.38319 -3.52593
H 0.78171 -0.41839 -4.43883
H -0.96602 2.92860 -6.15351
H -1.72373 1.46187 -6.21780
C 0.99679 -0.68535 2.96730
O 0.54185 -0.97319 1.66594
C 0.45306 0.14665 0.81921
C 0.29126 -0.24160 -0.65098
C -0.94006 -1.09706 -0.91731
N 1.42553 -0.90618 -1.27685
H 1.98068 -0.21530 3.03293
H 0.91947 -1.63004 3.50626
H 0.24420 -0.03274 3.43304
H -0.45398 0.73532 1.02649
H 1.33769 0.77138 0.99458
H 0.09718 0.70290 -1.17529
H -1.06583 -1.94683 -0.24706
H -0.97541 -1.33159 -1.97977
H -1.85853 -0.51507 -0.77047
H 2.29364 -0.45310 -1.00809
H 1.54365 -1.89928 -1.02417
C 5.37864 -7.43098 -4.11293
O 5.63874 -6.40252 -5.05704
C 4.72806 -5.31383 -5.01824
C 4.82395 -4.42821 -3.76500
C 3.71534 -3.35896 -3.78030
N 6.12730 -3.78346 -3.69730
H 4.34612 -7.79551 -4.16460
H 5.62232 -7.02793 -3.12737
H 5.99017 -8.29920 -4.35412
H 5.10348 -4.79202 -5.90552
H 3.68638 -5.65562 -5.11323
H 4.62690 -5.01426 -2.86513
H 2.83221 -3.51531 -4.40834
H 4.09829 -2.37649 -4.05656
H 3.22174 -3.29132 -2.80762
H 6.19413 -3.03214 -4.37138
H 6.84877 -4.46337 -3.91046
C -6.99605 3.78126 -1.76695
O -6.71974 2.86088 -0.72998
C -7.02773 1.51198 -1.01466
C -6.49175 0.62726 0.11873
C -5.11376 0.02668 -0.15582
N -7.49206 -0.40585 0.42634
H -8.07135 3.96881 -1.86795
H -6.54771 3.45439 -2.70656
H -6.57994 4.71138 -1.37999
H -8.10490 1.41149 -1.19535
H -6.56014 1.21737 -1.96452
H -6.37180 1.31503 0.96520
H -4.91462 -0.05821 -1.22947
H -5.08029 -1.02150 0.14348
H -4.34800 0.68682 0.24332
H -8.29925 0.07940 0.81421
H -7.16482 -0.94290 1.22694
C -1.01581 -6.65051 0.72166
O -0.05692 -5.71867 0.27222
C 1.20982 -5.85240 0.88027
C 2.24715 -4.82206 0.41315
C 3.31525 -4.46550 1.43699
N 1.54780 -3.54678 0.15672
H -0.66607 -7.66054 0.50557
H -1.99344 -6.45698 0.28920
H -1.13809 -6.47229 1.79917
H 0.94136 -5.71995 1.94712
H 1.63574 -6.86703 0.91550
H 2.66168 -5.15046 -0.54147
H 3.90093 -5.36436 1.66904
H 2.94955 -4.04053 2.36772
H 4.03323 -3.80460 0.95302
H 0.65247 -3.78668 -0.27394
H 1.23854 -3.03368 0.97679
C 1.74691 2.44132 5.21747
O 0.98762 2.74045 6.34321
C -0.37604 2.32603 6.27431
C -1.09613 2.84347 7.49331
C -2.44027 2.19749 7.58443
N -1.22275 4.32140 7.55507
H 1.19703 2.05755 4.35126
H 2.51942 1.69534 5.45635
H 2.35550 3.27108 4.83909
H -0.78745 2.56069 5.28818
H -0.39694 1.23194 6.35663
H -0.49844 2.59450 8.37211
H -2.32470 1.10628 7.62340
H -3.22689 2.41634 6.85771
H -2.94844 2.45953 8.52035
H -1.73319 4.68572 6.75045
H -1.90010 4.51616 8.29040
C 2.68066 6.70501 4.05503
O 1.39798 6.14243 4.24197
C 1.04704 5.49576 3.02923
C -0.34417 4.86272 3.08655
C -0.53915 3.78917 1.99490
N -1.35488 5.90625 2.96026
H 2.82357 7.39828 3.22324
H 3.45520 5.93582 3.96521
H 2.93223 7.24289 4.97039
H 1.07703 6.20694 2.19399
H 1.74452 4.71489 2.69822
H -0.37567 4.43209 4.09970
H 0.10560 2.91438 1.99244
H -0.36683 4.27265 1.03149
H -1.58771 3.55722 2.18441
H -1.28288 6.48066 3.80083
H -2.28333 5.50698 3.10714
```

***

Entry 2:
A structure of composition C16H20N5SeTi at a distorted geometry. Source: the Open Molecules 2025 dataset; level of theory: ωB97M-V with the def2-TZVPD basis set.

The spin multiplicity is 3. The calculation puts the frontier orbital gap (alpha / beta) at 6.5 / 7.8 eV. The energy above the lowest of the compared OMol25 structures with the same formula, charge and spin is 94.0 kJ/mol. As for the net charge: +1. Its lowest unoccupied orbital energy (alpha / beta) is -3.86 / -3.62 eV. Its total energy is -112818.348 eV.

Structure (XYZ):
```
43
C16H20N5SeTi ωB97M-V with the def2-TZVPD basis set
Ti -0.83447 -1.24929 0.69794
C -3.77373 -1.51399 2.99852
C -3.72716 -0.54066 1.98484
C -3.22244 -0.89656 0.71599
C -2.78197 -2.23560 0.47637
C -2.81455 -3.13331 1.52043
C -3.27148 -2.82553 2.81176
H -4.15147 -1.14906 3.94998
H -4.11432 0.49341 2.12008
H -3.33013 -0.18457 -0.05097
H -2.57498 -2.44500 -0.57933
H -2.45203 -4.17515 1.42877
H -3.43285 -3.63633 3.58856
Se 0.72925 -2.63030 1.75904
C 0.83118 -0.84822 2.67540
C -0.09885 0.17676 3.03705
C 0.22989 1.16483 3.88663
N 1.47721 1.35181 4.29873
C 2.41396 0.56482 3.76415
C 2.10478 -0.62209 3.13114
H -1.09616 0.28608 2.61099
H -0.57446 1.78605 4.15720
H 3.45695 0.89600 3.85417
H 2.89783 -1.36441 2.89410
C 0.77879 2.39917 -4.28870
C 2.10399 1.62243 -4.05556
C 3.09383 2.22979 -2.92763
C 1.77245 0.19401 -3.66723
N 1.10171 0.00518 -2.35677
C 0.79920 0.75916 -1.25294
N -0.18504 0.17140 -0.51631
N -0.43129 -1.03805 -1.19949
N 0.12672 -1.05685 -2.34390
H 0.95389 3.36510 -4.81534
H 0.26743 2.46977 -3.32670
H 0.06734 1.87691 -4.97496
H 2.66557 1.58244 -5.01651
H 2.47227 2.88572 -2.25278
H 3.92165 2.83652 -3.43779
H 3.50763 1.37849 -2.29801
H 2.72947 -0.36471 -3.67924
H 1.07792 -0.24090 -4.43764
H 1.28647 1.65472 -0.88404
```

***

Entry 3:
A structure of composition C30H40F6NO8SSiTl. Source: the Open Molecules 2025 dataset; level of theory: ωB97M-V with the def2-TZVPD basis set.

The calculation puts the frontier orbital gap at 6.9 eV. As for the net charge: -2. Its lowest unoccupied orbital energy is 4.34 eV. Its total energy is -89347.445 eV.

Structure (XYZ):
```
88
C30H40F6NO8SSiTl ωB97M-V with the def2-TZVPD basis set
Tl -0.71241 2.38937 0.21249
O 3.64710 6.01630 1.95449
C 2.68458 5.35451 1.92297
O 1.60196 3.29895 1.96739
C 0.14712 5.35701 1.68309
O 0.20330 7.37614 2.98773
O -0.81541 4.44088 1.51843
N 1.23346 0.40435 1.69553
C 2.40412 0.49941 2.38881
C 3.39933 -0.48353 2.27670
C 4.56953 -0.40434 3.00842
C 4.79265 0.65404 3.87995
C 3.83412 1.65522 3.96513
C 2.66203 1.60958 3.22177
C 1.74837 2.78432 3.23279
C 1.18954 3.23598 4.36686
C 0.26307 4.29960 4.75421
C -0.19378 5.45344 4.25009
C 0.06091 6.16430 2.97151
C 1.56229 4.67817 1.83709
H 1.09679 -0.42711 1.13979
H 0.36489 0.72449 2.14277
H 3.21883 -1.32313 1.61550
H 5.31348 -1.18616 2.90192
H 5.70365 0.71379 4.46183
H 4.00412 2.51948 4.59729
H 1.44474 2.59729 5.20558
H -0.11140 4.10458 5.75651
H -0.83679 6.03535 4.90359
H 0.24130 6.11796 0.87985
C -2.49475 2.12899 4.15968
C -2.33754 1.05294 3.07501
O -1.29421 1.28784 2.26283
C -3.65290 1.00471 2.25125
F -4.02655 2.24458 1.88663
F -4.70344 0.48171 2.93548
F -3.53749 0.29617 1.12690
C -2.14097 -0.31840 3.77145
F -0.90232 -0.39634 4.28930
F -2.99198 -0.53213 4.80782
F -2.28460 -1.36157 2.94343
H -2.45788 3.09501 3.65926
H -1.63873 2.05996 4.83031
H -3.41555 2.03105 4.73863
C 2.59025 -0.44852 -3.92139
C 1.28386 -0.73449 -4.65920
C 0.33979 0.46157 -4.54710
C 1.56518 -1.03657 -6.12853
O 0.69873 -1.91753 -4.13019
Si -0.29422 -2.08292 -2.79911
S 0.28565 -1.10856 -1.10885
O -0.41970 -3.74305 -2.67596
C 0.47396 -4.66553 -2.07006
C 0.24247 -5.99619 -2.78133
C 0.12135 -4.78513 -0.58957
C 1.93358 -4.24309 -2.23883
O -1.77768 -1.66092 -3.42183
C -3.01156 -1.44921 -2.74125
C -4.10075 -1.69941 -3.78077
C -3.18221 -2.41130 -1.56752
C -3.06391 -0.00461 -2.25556
H 3.03094 0.49190 -4.26451
H 3.30506 -1.25661 -4.10016
H 2.39558 -0.38413 -2.85048
H 0.77410 1.33209 -5.04679
H 0.16628 0.71195 -3.49847
H -0.62175 0.22424 -5.00465
H 2.10016 -0.20868 -6.60163
H 0.62760 -1.20453 -6.66221
H 2.17296 -1.94042 -6.20570
H -0.81201 -6.27107 -2.71293
H 0.84582 -6.79009 -2.33275
H 0.50563 -5.90264 -3.83683
H -0.93015 -5.06147 -0.48321
H 0.27407 -3.82211 -0.10140
H 0.73820 -5.54420 -0.09833
H 2.14715 -4.05917 -3.29328
H 2.59661 -5.03308 -1.87304
H 2.13022 -3.32383 -1.68550
H -4.07991 -2.74328 -4.10139
H -3.92698 -1.06689 -4.65378
H -5.08817 -1.47262 -3.37043
H -3.04902 -3.44091 -1.90535
H -4.17969 -2.29780 -1.13425
H -2.44346 -2.20059 -0.79253
H -2.90654 0.67487 -3.09700
H -2.27301 0.15997 -1.52436
H -4.02707 0.21979 -1.79006
```

***

Entry 4:
A cluster of 2 separate species, C6H14N2 in total at a distorted geometry. Source: the Open Molecules 2025 dataset; level of theory: ωB97M-V with the def2-TZVPD basis set.

The calculation puts the frontier orbital gap at 9.3 eV. The energy above the lowest of the compared OMol25 structures with the same formula, charge and spin is 198.5 kJ/mol. The SMILES is C/C=C/C.N/C=C/N. Its lowest unoccupied orbital energy is 1.03 eV. Its total energy is -9427.428 eV.

Structure (XYZ):
```
22
C6H14N2 ωB97M-V with the def2-TZVPD basis set
C -2.85147 1.07725 -1.54767
C -2.81141 0.57350 -0.10444
C -1.65532 0.57085 0.56636
C -1.53094 0.05915 1.99227
H -3.32916 0.33176 -2.16096
H -3.40266 2.02557 -1.61588
H -1.82960 1.33430 -1.93426
H -3.71766 0.06715 0.25891
H -0.74396 0.98415 0.12952
H -2.38049 -0.56089 2.20360
H -1.59844 0.87219 2.75072
H -0.56205 -0.47860 2.07443
N 2.54700 -0.98578 1.56314
C 2.95499 -1.12789 0.17162
C 2.31475 -0.38001 -0.77187
N 2.60361 -0.41505 -2.15456
H 3.26072 -0.43338 2.04497
H 2.45376 -1.89665 1.98889
H 3.51492 -2.01930 -0.09681
H 1.49025 0.27111 -0.39954
H 3.45455 0.07979 -2.29364
H 1.81859 0.05078 -2.66479
```

***

Entry 5:
A structure of composition C28H37BCl3F4IrN3O6SeSi at a distorted geometry. Source: the Open Molecules 2025 dataset; level of theory: ωB97M-V with the def2-TZVPD basis set.

The spin multiplicity is 2. The calculation puts the frontier orbital gap (alpha / beta) at 6.8 / 6.1 eV. The energy above the lowest of the compared OMol25 structures with the same formula, charge and spin is 226.3 kJ/mol. Its lowest unoccupied orbital energy (alpha / beta) is -1.98 / -2.73 eV. Its total energy is -171571.065 eV.

Structure (XYZ):
```
85
C28H37BCl3F4IrN3O6SeSi ωB97M-V with the def2-TZVPD basis set
Ir -0.79999 1.49704 0.63130
O -1.71501 3.28877 1.10755
C -2.26385 4.12821 0.34758
C -2.67071 3.96477 -0.98046
C -3.32887 5.04526 -1.60774
C -3.83605 4.89137 -2.85098
C -3.75124 3.64493 -3.52181
C -3.09600 2.60445 -2.94502
C -2.47592 2.73927 -1.66696
O -1.76305 1.78421 -1.21661
N -4.48916 6.02925 -3.51389
O -4.55713 7.08287 -2.91113
O -4.91999 5.84924 -4.63616
H -2.47354 5.10269 0.79525
H -3.43347 5.99739 -1.10257
H -4.21640 3.54681 -4.49337
H -3.01002 1.64356 -3.43561
C -0.62843 -3.62119 -3.59401
C 0.87221 -3.46328 -3.83960
C 1.27101 -2.05565 -4.27998
C 0.99861 -0.96968 -3.24115
N 1.55467 -1.33235 -1.92774
C 0.86070 -1.59374 -0.80996
Se -0.95744 -1.14622 -0.54186
N 1.72840 -1.96891 0.15266
C 1.45069 -2.55313 1.48678
C 0.21821 -3.44523 1.59068
C 0.37605 -4.42836 2.75423
C 1.25887 -5.62669 2.40713
C 3.01897 -1.84403 -0.33885
C 4.26108 -1.99149 0.28294
C 5.36856 -1.67699 -0.46922
C 5.25547 -1.24399 -1.80802
C 4.03277 -1.13519 -2.42851
C 2.90902 -1.43921 -1.65815
H -0.86815 -4.64177 -3.28921
H -1.19345 -3.40348 -4.50465
H -0.99116 -2.95116 -2.81049
H 1.18172 -4.16328 -4.61710
H 1.42994 -3.73481 -2.93747
H 0.71753 -1.78449 -5.18236
H 2.33231 -2.05352 -4.53676
H -0.06527 -0.80857 -3.10568
H 1.45328 -0.02393 -3.52752
H 1.39296 -1.74657 2.21707
H 2.32959 -3.15252 1.71270
H 0.08227 -4.00022 0.65757
H -0.67023 -2.84135 1.73925
H -0.61419 -4.78489 3.03920
H 0.78758 -3.90178 3.62210
H 0.81169 -6.21021 1.59864
H 1.38340 -6.28573 3.26836
H 2.25915 -5.31997 2.08488
H 4.35371 -2.30818 1.31380
H 6.35057 -1.74818 -0.01879
H 6.15122 -0.97143 -2.35142
H 3.94453 -0.77919 -3.44586
F -2.77696 0.91940 1.19867
B -3.97207 0.00987 0.99400
F -4.93834 0.78269 0.38451
F -3.55412 -1.03800 0.16587
F -4.31561 -0.44525 2.25301
C -2.48567 1.64095 4.16771
Si -0.67044 1.54542 3.84463
C 0.10281 0.51217 5.20222
C 0.16376 3.19880 3.90076
C -0.24563 0.51093 2.30703
H -2.66152 2.05031 5.16751
H -2.93844 0.64726 4.11087
H -3.00488 2.26904 3.43942
H -0.05793 0.99078 6.17690
H 1.18294 0.39882 5.05712
H -0.35189 -0.48418 5.23921
H 0.05702 3.61461 4.90828
H -0.27601 3.91109 3.19914
H 1.23192 3.11355 3.68035
H -0.84770 -0.40297 2.34535
H 0.82747 0.29952 2.29676
Cl 1.20780 3.69408 0.62743
C 2.51967 2.72130 -0.03834
Cl 3.74041 3.75604 -0.73553
Cl 3.23771 1.72130 1.26174
C 1.89976 1.72763 -1.05791
O 2.48302 1.54233 -2.10208
O 0.83491 1.10295 -0.65759
```

***

Entry 6:
The molecule O5S at a distorted geometry. Source: the Open Molecules 2025 dataset; level of theory: ωB97M-V with the def2-TZVPD basis set.

The calculation puts the frontier orbital gap at 10.0 eV. The energy above the lowest of the compared OMol25 structures with the same formula, charge and spin is 52.9 kJ/mol. Its lowest unoccupied orbital energy is -1.00 eV. Its total energy is -21063.605 eV.

Structure (XYZ):
```
6
O5S ωB97M-V with the def2-TZVPD basis set
O -2.10155 -0.04381 0.59854
O 1.44450 0.67146 -0.21248
O 1.32998 -0.66081 0.34929
O 0.22217 1.25350 0.02715
O 0.21376 -1.20138 -0.31211
S -1.10885 -0.01896 -0.45040
```

***

Entry 7:
A cluster of 2 separate species, C4H9Cl2NSi in total at a distorted geometry. Source: the Open Molecules 2025 dataset; level of theory: ωB97M-V with the def2-TZVPD basis set.

The calculation puts the frontier orbital gap (alpha / beta) at 8.4 / 6.7 eV. The energy above the lowest of the compared OMol25 structures with the same formula, charge and spin is 386.4 kJ/mol. Its lowest unoccupied orbital energy (alpha / beta) is 0.23 / -1.41 eV. Its total energy is -38704.006 eV.

Structure (XYZ):
```
17
C4H9Cl2NSi ωB97M-V with the def2-TZVPD basis set
C -1.26883 1.52832 -2.44094
C -2.11192 1.39633 -1.52846
C 0.24171 -1.66361 -0.01134
C -0.10768 -0.42801 2.12367
N 0.47419 -0.46465 0.78230
Si 1.53895 0.84992 0.32566
Cl 2.32141 0.22307 -1.43265
Cl 3.01990 0.85116 1.74848
H -0.32312 2.13272 -2.27203
H -1.28054 1.29911 -3.47704
H -2.60312 1.61571 -0.65071
H 1.14122 -2.12508 -0.61248
H 0.22806 -2.39259 0.68885
H -0.48887 -1.54740 -0.80634
H -0.49977 -1.49050 2.38946
H 0.62469 -0.11357 2.92651
H -0.90627 0.32910 2.24706
```

***

Entry 8:
The molecule C4H7NO. Source: the Open Molecules 2025 dataset; level of theory: ωB97M-V with the def2-TZVPD basis set.

The calculation puts the frontier orbital gap at 11.1 eV. The energy above the lowest of the compared OMol25 structures with the same formula, charge and spin is 50.9 kJ/mol. The SMILES is CCCN=C=O. Its lowest unoccupied orbital energy is 0.81 eV. Its total energy is -7799.117 eV.

Structure (XYZ):
```
13
C4H7NO ωB97M-V with the def2-TZVPD basis set
C -1.03940 0.24875 1.14328
C -0.90128 -0.07679 -0.34116
C 0.37380 0.51988 -0.93710
N 1.56180 0.08092 -0.23817
C 2.18019 -0.93907 -0.08030
O 2.86846 -1.86690 0.14431
H -0.10850 0.01475 1.66909
H -1.84471 -0.32364 1.61228
H -1.24647 1.31433 1.29327
H -1.75639 0.31808 -0.90498
H -0.89545 -1.16310 -0.49805
H 0.46805 0.26126 -1.99780
H 0.33989 1.61153 -0.86468
```